[1]
{"formula": "C18H31BeClF2MgN4O10PS", "method": "ωB97M-V/def2-TZVPD", "symbols": ["S", "N", "C", "O", "H", "Cl", "C", "P", "N", "O", "C", "H", "H", "C", "H", "Be", "H", "Mg", "H", "H", "H", "H", "H", "C", "C", "O", "H", "O", "H", "H", "F", "C", "F", "O", "H", "H", "O", "C", "C", "O", "H", "H", "O", "C", "H", "H", "H", "H", "H", "H", "C", "H", "C", "H", "C", "H", "N", "C", "C", "O", "C", "H", "H", "H", "H", "O", "C", "C", "N", "H"], "positions_angstrom": [[-1.163, -0.830, -0.417], [-4.196, -1.689, -4.140], [-3.011, -4.492, 3.370], [-1.552, -0.214, 2.474], [-4.964, -3.216, -5.328], [3.961, -0.458, -1.875], [3.317, -2.918, -3.725], [-1.072, 0.383, 1.043], [0.848, 2.351, 1.418], [-1.987, 1.728, 0.749], [-4.069, -2.592, -5.261], [-5.258, -1.280, 0.466], [0.081, 7.100, 4.415], [3.754, -3.488, -4.913], [5.716, 4.718, -2.725], [2.231, 4.122, -1.402], [0.470, 3.452, 3.928], [0.954, 5.541, 0.609], [5.212, -4.687, -1.547], [2.569, -2.139, -3.743], [4.889, 3.448, -2.894], [3.361, -3.159, -5.868], [-2.342, 0.302, 2.720], [0.004, 4.435, 6.224], [0.108, 4.481, 3.797], [-4.261, 0.472, -3.415], [0.373, 3.420, 6.093], [-2.184, -4.682, 4.302], [3.507, -2.905, -1.591], [3.891, 1.033, 0.916], [3.003, 2.220, -1.258], [1.967, -1.030, 0.620], [5.129, -5.049, -6.034], [-0.019, 4.992, 2.675], [-1.496, 2.184, 0.045], [-4.053, -4.830, 3.522], [-6.090, -0.815, 0.323], [-4.361, -2.251, -2.802], [3.843, -3.348, -2.512], [2.504, -1.390, -0.466], [-2.127, -2.430, 2.967], [5.973, -5.723, -3.680], [5.064, 4.170, -2.276], [-4.165, -0.348, -4.301], [0.148, 3.055, 1.630], [0.718, 5.000, 6.824], [2.822, 3.415, 1.525], [-3.195, -3.232, -5.116], [-5.301, -1.900, -2.372], [-3.544, -1.914, -2.164], [-0.657, 6.464, 4.905], [-3.397, -2.371, 4.125], [-3.158, -2.782, 3.125], [-0.836, 6.824, 5.915], [2.253, 2.501, 1.357], [-3.953, -2.038, -6.192], [-0.167, 5.092, 4.939], [2.850, 1.307, 1.059], [0.667, 1.037, 1.120], [1.546, -1.829, 1.431], [4.706, -4.490, -4.873], [-4.035, -0.048, -5.358], [-2.764, -4.883, 2.367], [-1.583, 6.503, 4.332], [-4.362, -3.338, -2.851], [-3.990, -2.577, 2.205], [4.800, -4.353, -2.491], [5.233, -4.933, -3.680], [1.808, 0.415, 0.932], [-0.956, 4.401, 6.740]], "atomic_forces_ev_per_a": [[0.2123, 0.1730, 0.3462], [0.0498, 0.0138, -0.2374], [0.2893, -4.9261, 0.5054], [0.2266, 2.0685, -0.7989], [0.0709, -0.0872, -0.1326], [1.1208, 1.2735, -0.6019], [0.0873, -0.3268, -0.0797], [-0.4905, -1.9060, -2.0714], [3.1651, -1.5154, -0.5946], [1.6026, -0.2872, 1.4376], [-0.0298, 0.0339, 0.3482], [-0.0151, -0.1098, -0.0404], [-0.0689, 0.0567, 0.0341], [-0.1117, 0.0588, -0.1839], [-0.0447, 0.0377, 0.0231], [1.3685, -3.1438, 0.4348], [-0.0045, 0.0321, -0.0760], [0.0344, 0.0555, -0.1019], [-0.0120, -0.0200, -0.0239], [0.0641, 0.0210, 0.0341], [-0.0947, -0.2429, 0.3046], [0.0151, -0.0375, -0.0065], [-0.0864, -0.4057, 0.2575], [-0.0676, 0.1263, 0.0596], [0.0897, -0.2790, 0.5273], [0.0672, 0.0708, 0.0263], [-0.0173, 0.0363, -0.0685], [-0.4205, 0.7292, -0.4173], [-0.0565, -0.0644, -0.0218], [-0.4482, 0.0870, -0.1482], [-1.5023, 3.6082, -0.5611], [0.4627, -3.6121, -1.6729], [0.0432, -0.0529, -0.1183], [0.1280, 0.0581, -0.5057], [-0.6361, -0.0541, -0.2516], [-0.2645, 0.9221, 0.5182], [0.1464, 0.0085, 0.1712], [-0.1382, 0.3895, 0.0180], [0.0119, -0.4747, 0.0512], [-1.0542, 1.4704, 1.4180], [0.3374, -1.1173, -0.5867], [0.0044, 0.0175, -0.0461], [-0.1028, 0.1948, -0.1592], [0.0068, -0.1106, -0.0149], [0.0731, -0.2386, -0.0240], [-0.0251, -0.0729, 0.0520], [-0.6586, -0.1245, -0.0385], [-0.0403, -0.0850, -0.1501], [0.1120, -0.0107, 0.2314], [-0.0915, -0.0332, 0.1201], [-0.0201, 0.0396, -0.2292], [-0.6997, -0.9813, 0.3398], [-0.0964, 5.2914, -0.4794], [0.0381, -0.1115, 0.0038], [0.7108, 0.5504, 0.7682], [-0.0029, 0.0382, 0.0432], [0.0513, -0.0240, -0.2712], [-1.2786, 0.6411, 0.3278], [-2.8004, 0.5111, 1.0327], [-0.5464, 1.0859, 1.4069], [-0.1306, 0.1966, 0.4155], [-0.0021, -0.0809, -0.0694], [0.5947, 0.8963, -0.2356], [0.0176, 0.0809, 0.0353], [0.0305, 0.0319, -0.1130], [0.1521, -0.8895, 0.3280], [-0.1978, 0.1079, -0.2568], [0.2508, -0.2082, -0.0123], [0.5600, 0.6688, -0.2751], [0.0618, -0.0494, 0.0557]], "charge": -1, "e_homo_ev": -2.848, "e_lumo_ha": -0.044}

[2]
{"formula": "C18H31F7N4O7P", "method": "ωB97M-V/def2-TZVPD", "symbols": ["H", "H", "H", "C", "O", "F", "O", "F", "C", "C", "N", "C", "P", "H", "N", "H", "F", "N", "C", "C", "C", "H", "C", "H", "O", "C", "H", "H", "H", "H", "F", "C", "H", "C", "H", "H", "O", "H", "H", "H", "H", "H", "H", "H", "H", "C", "N", "H", "C", "H", "C", "O", "O", "C", "F", "F", "H", "C", "F", "H", "C", "O", "C", "H", "H", "H", "H", "H"], "positions_angstrom": [[-3.740, 2.523, -0.158], [1.617, 0.917, 0.460], [-2.122, 3.123, 0.133], [-2.442, 2.371, -1.891], [4.046, 3.441, 0.675], [7.428, 1.204, 2.400], [1.996, 2.951, 0.261], [7.129, 0.532, 4.491], [-2.902, 3.041, -0.611], [0.889, 2.003, -2.275], [0.790, 0.756, -2.909], [-1.466, -2.125, 1.681], [6.180, 1.414, 3.463], [-0.168, -2.177, -4.580], [3.339, 2.542, 0.591], [2.782, 0.504, -1.205], [3.524, -0.279, -3.395], [-1.939, 1.004, -1.792], [0.147, -0.172, -1.989], [-1.915, 0.266, 1.005], [-2.988, -1.495, 4.284], [0.340, 0.852, -3.808], [0.303, -2.144, -3.607], [-4.027, -2.018, 1.504], [1.035, -1.990, -0.657], [3.464, -1.052, -2.294], [-0.396, -2.240, 1.724], [-4.719, -0.426, 1.533], [-3.299, 2.331, -2.550], [1.227, -3.717, -2.437], [6.266, 2.473, 4.731], [-3.156, -0.711, 2.967], [1.279, -1.708, -3.776], [-4.360, -1.227, 2.165], [-1.842, 1.270, 1.415], [-2.671, 0.360, -1.541], [4.049, -2.123, -2.248], [-1.716, 2.995, -2.392], [-5.155, -1.558, 2.810], [-1.078, -0.388, 2.808], [-1.885, -2.876, 2.336], [-3.135, -0.834, 5.121], [-1.397, -0.896, -3.294], [-2.024, -1.973, 4.350], [-1.048, -1.877, -1.921], [-0.736, 0.748, -1.055], [2.678, -0.501, -1.264], [-3.738, -2.270, 4.330], [-1.874, -0.732, 2.153], [0.471, 1.989, 1.189], [0.441, -3.598, -3.170], [-0.786, -4.135, -2.726], [-0.848, -0.028, 0.135], [1.114, 1.864, 0.326], [5.689, -0.068, 2.917], [4.540, 1.560, 3.679], [-3.368, 0.324, 3.221], [0.202, 1.927, -0.891], [5.997, 2.784, 2.558], [-3.227, 4.050, -0.828], [-0.587, -1.290, -2.699], [1.414, 3.001, -2.742], [1.289, -0.954, -1.248], [-1.742, -2.307, 0.653], [0.725, -4.167, -4.046], [-2.882, 0.161, 0.519], [-0.224, 2.919, -0.818], [-0.792, -4.147, -1.770]], "atomic_forces_ev_per_a": [[-0.1828, -0.2127, 0.0841], [0.3939, -0.1588, 0.0515], [0.2605, -0.0383, 0.2047], [-0.3966, -0.1827, 0.2946], [-0.1927, 0.2127, -0.1268], [0.4048, 0.4954, 0.4694], [-0.0049, 0.5115, 0.0440], [-0.6573, -0.1897, 0.3417], [-0.0242, 0.1120, 0.0622], [0.9382, 0.9493, -0.0773], [-0.6273, 0.8102, 0.3421], [0.0016, 0.1134, 0.1751], [0.0128, -0.0914, 0.0045], [-0.1244, 0.1050, -0.3754], [0.4943, -0.5612, 0.0367], [-0.0680, 0.1089, -0.4451], [0.2121, -0.0642, 0.4156], [0.0019, 0.8118, 0.4379], [1.2325, -0.4220, -0.2546], [-0.1573, -0.4313, 0.5393], [-0.2139, 0.2177, -0.5811], [0.2812, -0.2336, -0.3386], [-0.5880, -0.3306, 0.0417], [-0.2009, -0.4550, -0.0349], [0.4611, 1.4682, -1.2099], [1.5550, -2.9660, 0.6470], [0.4022, 0.0133, -0.0924], [-0.3924, 0.1439, -0.2320], [-0.1950, -0.0648, -0.3684], [0.1128, -0.0494, 0.3341], [0.6687, 0.1912, -0.2732], [-0.3865, -0.2427, 0.1776], [0.3630, 0.1337, 0.0387], [0.8125, 0.5301, -0.2308], [-0.0061, 0.3435, -0.0253], [-0.0144, -0.2242, -0.0516], [-1.8286, 2.8870, -0.4317], [0.3348, 0.1169, -0.1782], [-0.3586, -0.1693, 0.1566], [0.1566, 0.0864, 0.2807], [-0.2273, -0.3349, 0.0216], [0.0770, 0.1066, 0.4609], [-0.2143, 0.4137, -0.0798], [0.3639, -0.0462, 0.1736], [-0.1364, -0.3765, 0.1686], [0.9299, -1.5632, 0.0545], [-0.4453, 0.1268, -0.6659], [-0.2164, -0.3479, 0.2041], [0.6918, 0.1493, -0.0511], [-0.1068, -0.0502, 0.3699], [0.2996, 0.1566, -0.2532], [-0.3207, -0.2395, -0.0504], [-0.5721, 0.4743, -0.4143], [-0.4674, -0.1617, 0.0480], [-0.1471, 0.3641, -0.6686], [-0.0064, -0.3475, 0.6873], [0.0132, 0.2825, 0.1107], [0.4054, 1.0712, -0.9220], [-0.2950, -0.4244, -0.5221], [-0.1403, 0.3221, -0.1020], [-0.0627, 0.2837, -0.1066], [-0.8866, -1.3171, 0.3300], [-0.2660, -1.5760, 1.9204], [-0.2941, -0.1975, -0.2802], [0.1825, -0.2519, -0.1950], [-0.1505, 0.1029, -0.3942], [-0.5305, 0.0570, 0.0367], [0.0422, 0.0498, 0.2664]], "charge": -1, "e_homo_ev": -7.740, "e_lumo_ha": 0.066}

[3]
{"formula": "C18H31FNO2P", "method": "ωB97M-V/def2-TZVPD", "symbols": ["H", "C", "H", "C", "H", "H", "H", "C", "H", "H", "O", "H", "H", "O", "C", "H", "C", "H", "C", "H", "H", "C", "C", "H", "H", "C", "C", "C", "C", "H", "H", "H", "C", "H", "P", "C", "H", "H", "H", "C", "C", "C", "F", "H", "H", "N", "H", "C", "H", "H", "H", "H", "H", "H"], "positions_angstrom": [[1.554, 0.124, 1.952], [2.636, 0.626, 1.918], [-0.154, 3.520, 4.603], [0.351, -5.387, -3.575], [-2.102, 1.886, -4.190], [0.840, 1.395, 3.774], [0.742, -1.344, -1.682], [-1.212, 3.987, 1.990], [-0.218, -5.164, -4.472], [0.966, 4.616, 1.677], [3.115, 0.446, 0.532], [2.373, 2.241, 4.471], [1.441, 4.542, 4.517], [1.461, 1.261, -1.169], [1.543, 2.347, 3.620], [-3.226, 2.238, -1.444], [0.181, -4.604, -2.439], [3.315, 0.138, 2.737], [-3.194, 1.051, -1.564], [2.340, -6.156, -0.332], [-0.567, 1.258, 2.114], [0.220, 4.545, 2.575], [1.968, -6.726, -2.379], [1.746, 2.617, 1.257], [0.330, -1.363, 0.175], [1.786, -5.937, -1.242], [-3.020, 0.411, -0.063], [0.779, 3.767, 3.902], [0.892, -4.867, -1.274], [0.744, -4.238, -0.402], [-4.199, 0.738, -2.085], [-1.832, 0.234, -4.603], [1.195, -1.213, -0.599], [0.013, 5.672, 2.913], [-1.121, 2.235, 1.211], [1.254, -6.451, -3.547], [2.036, -2.033, -0.470], [-1.011, 1.494, -2.341], [1.400, -7.064, -4.433], [1.958, 0.262, -0.403], [2.343, 2.249, 2.193], [-2.971, 1.667, 1.005], [-0.683, -3.580, -2.468], [-2.111, 4.103, 2.766], [-1.440, -0.359, -2.299], [-2.334, 0.878, -3.949], [-3.893, -0.315, 0.234], [-1.871, 0.713, -2.516], [3.371, 2.804, 2.259], [-3.638, 2.582, 0.708], [-2.012, -0.214, 0.035], [-3.255, 1.205, 2.067], [2.669, -7.558, -2.356], [-1.502, 4.721, 1.094]], "atomic_forces_ev_per_a": [[2.3117, 0.8438, 0.3183], [-2.3534, 1.0559, 0.3485], [1.9388, 0.6478, -1.5173], [-0.0382, 0.0573, -0.0224], [-0.3637, -1.9522, -0.0464], [1.3292, 2.2800, -0.5080], [1.0732, 0.7868, 2.3101], [-0.5730, 1.1924, 0.6006], [0.0450, 0.0196, 0.1108], [-1.2033, -0.3242, 1.8734], [-2.9353, -0.6120, -1.1868], [-1.7741, 0.1433, -1.7780], [-1.1651, -1.8775, -1.4269], [4.0109, -6.1761, 5.3105], [1.0905, -0.1186, 0.6658], [0.0051, -2.5474, -0.3235], [0.7405, -0.8880, 0.0149], [-0.9871, 0.8715, -1.9748], [0.9869, 0.2896, 0.2261], [-0.1132, 0.0771, -0.1607], [-0.7860, 0.6839, 0.3417], [-0.8543, 0.8708, 0.3084], [-0.0366, 0.0263, -0.0434], [1.0669, -0.6517, 1.8932], [1.8020, 0.4108, -1.3162], [-0.1533, 0.0044, -0.3938], [-0.0541, 0.7974, 0.1240], [-0.7481, 0.0958, 0.1736], [-0.0576, 0.0543, -0.0050], [-0.0405, -0.0609, -0.0932], [2.1827, 0.3818, 0.9231], [-0.4306, 1.0786, 0.8767], [1.3559, -0.1540, 0.1686], [0.4419, -2.4030, -0.7493], [-0.6923, 0.7087, -1.4866], [0.0120, 0.1934, 0.4486], [-1.8759, 1.5540, -0.0501], [-1.6109, -1.6969, 0.2851], [-0.0637, 0.1336, 0.1528], [-2.9713, 4.2801, -3.7088], [0.3071, -1.3763, 0.2099], [0.1621, -1.4831, 1.5914], [-0.1638, 0.2303, 0.0051], [2.1171, -0.2537, -1.3606], [-1.0503, 2.0244, -0.4970], [1.2101, 0.5994, 0.0948], [1.6121, 1.4747, -0.6968], [-0.4349, 0.4839, 0.3268], [-1.9980, -0.9339, -0.1918], [1.2121, -1.9183, 0.6126], [-2.0603, 1.3615, -0.3069], [0.1007, 1.3418, -2.2112], [-0.1381, 0.1671, 0.0016], [0.6121, -1.7942, 1.7385]], "e_homo_ev": -7.974, "e_lumo_ha": 0.025}

[4]
{"formula": "C18H31HoN2Se", "method": "ωB97M-V/def2-TZVPD", "symbols": ["H", "C", "C", "H", "H", "C", "H", "H", "H", "C", "C", "N", "N", "H", "H", "H", "H", "H", "H", "H", "C", "C", "H", "C", "C", "H", "H", "H", "H", "C", "H", "H", "H", "C", "H", "C", "C", "C", "H", "H", "H", "C", "H", "H", "H", "Se", "C", "C", "H", "H", "H", "Ho", "C"], "positions_angstrom": [[-3.205, -0.779, -1.562], [0.050, 3.745, -1.486], [-0.011, 0.582, -3.650], [0.713, 1.343, -3.328], [1.546, -4.103, -0.989], [0.532, -2.233, -1.222], [1.569, -1.823, 2.257], [2.843, -1.360, -2.999], [0.564, 3.468, -2.425], [-0.713, 0.162, 2.972], [1.387, -3.162, -0.440], [0.435, -0.456, 3.409], [-0.707, 1.395, 3.568], [-0.635, 2.529, 0.264], [-0.092, 1.609, -1.208], [-0.978, 4.028, -1.762], [2.259, 2.696, -0.877], [0.540, 2.345, 5.050], [-2.773, -3.069, -0.728], [0.562, 4.638, -1.058], [0.832, -1.813, 3.086], [-2.693, -0.886, -2.542], [-2.748, 0.061, -3.094], [1.096, 0.357, 4.313], [-1.784, 2.360, 3.469], [-0.057, -2.400, 2.793], [-0.982, 1.067, -3.818], [1.298, -2.253, 3.985], [2.583, 0.286, -2.419], [-1.743, -3.428, -0.855], [-1.795, -4.345, -1.463], [-2.250, 2.502, 4.449], [0.345, 0.217, -4.631], [-0.877, -2.391, -1.482], [1.825, 3.170, 0.793], [-0.112, -0.526, -2.656], [1.601, 2.461, -0.023], [0.141, 2.498, -0.537], [2.374, -2.723, -0.264], [-1.396, 3.322, 3.117], [-2.524, 1.985, 2.764], [0.382, 1.501, 4.414], [3.027, -0.997, -1.285], [1.967, -0.006, 4.815], [-1.341, -3.728, 0.123], [-2.171, -0.704, 2.141], [-1.285, -1.309, -2.340], [0.999, -1.092, -1.948], [1.999, 1.485, 0.301], [-3.259, -1.631, -3.121], [0.946, -3.413, 0.532], [-0.715, -0.415, -0.236], [2.430, -0.767, -2.170]], "atomic_forces_ev_per_a": [[-0.1734, 0.0693, -0.2467], [-0.2162, -0.2732, -0.1486], [0.0065, 0.4850, -0.2566], [-0.2312, -0.1528, -0.1344], [-0.0831, 0.2349, 0.1899], [-0.6432, -0.0237, -0.9383], [-0.3182, 0.0193, 0.4785], [-0.1806, 0.1149, 0.1817], [-0.1214, 0.3230, 0.4349], [1.2155, 0.4257, 1.2137], [0.3585, -0.3495, 0.2694], [-0.9717, 0.6974, -0.1209], [0.1944, -1.2320, -0.1777], [0.4970, 0.1161, -0.2472], [0.3346, 0.6189, 0.2467], [0.3126, -0.1576, 0.2510], [-0.2400, 0.1436, 0.3444], [0.0129, 0.3255, 0.0375], [0.1297, -0.1729, 0.0511], [-0.3906, -0.7762, -0.1363], [0.3149, -0.6806, -0.0974], [-0.3715, 0.0688, -0.4711], [-0.1047, -0.2440, 0.2598], [-0.5817, -0.2618, -0.5495], [-0.2691, 0.5609, 0.0710], [0.4656, 0.2954, 0.2876], [0.2960, -0.0318, -0.0076], [-0.2364, 0.0861, -0.5380], [0.0180, -0.0807, 0.0172], [-0.3063, -0.3580, 0.2428], [0.0348, 0.3240, 0.0679], [0.0593, -0.0718, -0.2056], [-0.1913, -0.0102, 0.4215], [0.9472, 0.2582, -0.6105], [-0.4088, -0.1861, -0.4628], [-0.0232, -1.0721, 0.1919], [0.4095, -0.5679, -0.2216], [0.0396, 0.5444, -0.2109], [-0.1416, -0.1523, 0.0313], [-0.0365, -0.2000, 0.0750], [0.0300, 0.0575, 0.1144], [-0.1431, -0.2953, -0.3215], [0.0762, 0.0895, -0.1240], [0.2975, 0.1440, 0.1357], [-0.2361, 0.0280, -0.1927], [0.0622, 0.1283, -0.2876], [1.4440, -0.3629, -0.0284], [-0.8097, -0.6887, -0.6952], [-0.4201, -0.0638, 0.1820], [0.0137, 0.1910, 0.3263], [0.0779, -0.1267, -0.1674], [-0.2918, 1.9369, 1.3690], [0.4934, 0.3058, 0.1062]], "charge": 2, "e_homo_ev": [-14.801, -14.826], "spin_multiplicity": 5, "e_lumo_ha": [-0.255, -0.248], "s2": 6.006}

| no. | E (hartree) |
| --- | --- |
| 1 | -3289.84224 |
| 2 | -2490.72345 |
| 3 | -1350.64016 |
| 4 | -4162.93834 |